1.
{
  "formula": "C22H17ClIN5O8P2SY",
  "method": "ωB97M-V with the def2-TZVPD basis set",
  "total_energy_ev": -98016.814,
  "total_charge": -1,
  "symbols": ["Y", "N", "C", "S", "N", "N", "C", "C", "C", "C", "C", "C", "C", "C", "C", "C", "C", "C", "N", "H", "H", "H", "H", "H", "H", "H", "H", "H", "H", "H", "Cl", "C", "C", "C", "I", "C", "O", "C", "N", "C", "C", "C", "C", "H", "H", "H", "H", "O", "P", "O", "O", "O", "P", "O", "O", "O", "H", "H"],
  "xyz": [[0.5930, 1.2505, -0.2429], [3.5039, -2.2863, -1.6763], [2.7197, -1.4093, -0.9781], [3.0467, 0.2735, -1.2324], [1.8183, -1.9818, -0.2095], [0.9659, -1.1117, 0.4125], [0.3348, -1.5911, 1.4181], [0.5600, -2.9784, 1.9217], [1.2796, -3.1713, 3.0923], [1.4880, -4.4539, 3.5851], [0.9677, -5.5481, 2.9109], [0.2430, -5.3571, 1.7385], [0.0428, -4.0780, 1.2449], [-0.6489, -0.7309, 2.1213], [-1.4741, -1.2500, 3.1090], [-2.3905, -0.4124, 3.7259], [-2.4588, 0.9132, 3.3461], [-1.6091, 1.3505, 2.3422], [-0.7366, 0.5505, 1.7437], [4.3545, -1.9163, -2.0597], [3.5127, -3.2332, -1.3343], [1.6817, -2.3115, 3.6158], [2.0562, -4.5958, 4.4958], [1.1273, -6.5477, 3.2954], [-0.1623, -6.2084, 1.2059], [-0.5049, -3.9211, 0.3240], [-1.3966, -2.2915, 3.3849], [-3.0436, -0.7988, 4.4984], [-3.1505, 1.6039, 3.8064], [-1.6280, 2.3793, 2.0022], [-3.7822, 1.2710, -6.1595], [-3.0656, 1.0029, -4.5819], [-3.8546, 0.6117, -3.5444], [-3.3083, 0.3817, -2.2690], [-4.5338, -0.2276, -0.6996], [-1.9528, 0.5306, -1.9999], [-1.4024, 0.3094, -0.8636], [-1.1405, 0.9717, -3.1127], [0.1779, 1.1499, -2.8306], [0.9861, 1.5401, -3.7849], [0.5429, 1.7884, -5.0970], [-0.7767, 1.6228, -5.3986], [-1.6751, 1.2008, -4.3945], [-4.9153, 0.4751, -3.7071], [2.0288, 1.6547, -3.5139], [1.2509, 2.1117, -5.8480], [-1.1466, 1.8119, -6.3975], [1.8801, 3.6945, -0.6131], [0.4457, 4.3023, -0.1060], [0.2715, 5.7269, -0.3854], [-0.4769, 3.2273, -0.6494], [0.5126, 4.0387, 1.5017], [1.5323, 3.1129, 2.3815], [2.9087, 3.9642, 2.2739], [1.0329, 3.0614, 3.7633], [1.7998, 1.8601, 1.5814], [2.6449, 4.0463, -0.1350], [2.9237, 4.6217, 2.9818]]
}

2.
{
  "formula": "C5H5N3O4",
  "method": "ωB97M-V with the def2-TZVPD basis set",
  "total_energy_ev": -17922.175,
  "total_charge": 0,
  "e_above_lowest_kcal_mol": 52.7,
  "symbols": ["C", "C", "C", "C", "C", "N", "N", "N", "O", "O", "O", "O", "H", "H", "H", "H", "H"],
  "xyz": [[-0.4719, -0.6807, -2.2081], [0.6927, -0.3355, -1.5223], [-1.0690, 0.3374, -0.4099], [1.2282, 0.8854, 0.4824], [0.4111, -2.1091, 1.5921], [-1.5213, -0.3065, -1.4761], [0.3328, 0.3497, -0.3908], [-1.6796, 0.9148, 0.6161], [-2.9122, 0.8930, 0.7198], [0.7678, 1.6408, 1.5035], [1.4796, -1.8420, 1.8689], [-0.5838, -2.4823, 1.1654], [-0.4606, -1.2832, -3.0843], [1.7820, -0.7386, -1.6355], [2.2230, 0.9929, 0.0855], [-1.0484, 1.1502, 1.3312], [0.8295, 2.6135, 1.3620]]
}

3.
{
  "formula": "BrH2NOS2",
  "method": "ωB97M-V with the def2-TZVPD basis set",
  "total_energy_ev": -95279.103,
  "total_charge": 0,
  "e_above_lowest_kcal_mol": 42.2,
  "symbols": ["N", "O", "S", "S", "Br", "H", "H"],
  "xyz": [[0.4617, -0.8689, 0.6184], [-0.9820, -0.2954, -1.6218], [-0.9128, 1.6854, 0.6997], [-0.1974, 0.1012, -0.4686], [0.5223, -2.6553, 0.1671], [0.1792, 1.1841, 1.4057], [0.9289, 0.8489, -0.8005]]
}

4.
{
  "formula": "C3N3P",
  "method": "ωB97M-V with the def2-TZVPD basis set",
  "total_energy_ev": -16864.448,
  "total_charge": 0,
  "e_above_lowest_kcal_mol": 68.5,
  "symbols": ["C", "C", "C", "N", "N", "N", "P"],
  "xyz": [[-1.7271, -0.5400, 0.7270], [0.9616, 0.8597, 0.7426], [0.4527, 0.2790, -1.5036], [-2.1461, -1.4258, 1.1968], [1.8086, 0.6139, 1.5157], [0.8152, -0.4503, -2.3512], [-0.2046, 1.3814, -0.4075]]
}

5.
{
  "formula": "C6H7NO",
  "method": "ωB97M-V with the def2-TZVPD basis set",
  "total_energy_ev": -9869.332,
  "total_charge": 0,
  "e_above_lowest_kcal_mol": 76.7,
  "symbols": ["C", "C", "C", "C", "C", "C", "H", "H", "H", "H", "H", "H", "H", "N", "O"],
  "xyz": [[1.8952, -0.4007, -0.0208], [0.3096, 0.6400, -0.4538], [-1.1098, 0.8920, 0.1228], [-1.7783, -0.4535, -0.1133], [-0.8801, -1.4569, -0.2071], [0.4437, -0.7862, 0.0789], [2.2982, 1.6528, -0.1840], [0.4710, 0.5801, -1.5251], [-0.7923, 1.1541, 1.1646], [-1.6416, 1.8806, -0.2013], [-2.9375, -0.5919, 0.0387], [-1.2200, -2.5164, 0.0515], [0.3066, -0.7468, 1.2163], [1.6138, 0.9980, 0.0852], [3.0215, -0.8452, -0.0525]]
}

6.
{
  "formula": "C36H38Cl3N4ORhSSeTe",
  "method": "ωB97M-V with the def2-TZVPD basis set",
  "total_energy_ev": -169994.569,
  "total_charge": 2,
  "s2": 6.044,
  "spin_multiplicity": 5,
  "e_above_lowest_kcal_mol": 0.0,
  "symbols": ["Rh", "Cl", "C", "C", "C", "Cl", "C", "O", "C", "Cl", "C", "H", "H", "C", "Te", "C", "C", "C", "C", "C", "C", "C", "H", "H", "H", "H", "H", "H", "H", "H", "C", "C", "C", "C", "N", "C", "Se", "N", "C", "C", "C", "C", "C", "C", "C", "C", "C", "C", "H", "H", "H", "H", "H", "H", "H", "H", "H", "H", "H", "H", "H", "H", "H", "H", "H", "H", "H", "H", "H", "H", "N", "C", "N", "C", "C", "C", "C", "C", "C", "S", "H", "H", "H", "H", "H", "H"],
  "xyz": [[0.0277, -1.2552, 0.4738], [0.7914, -6.0645, -5.1144], [0.9899, -5.1073, -3.7276], [0.0264, -4.1094, -3.4529], [0.1872, -3.3402, -2.3453], [-0.9757, -2.1041, -1.9732], [1.3031, -3.4957, -1.4342], [1.4641, -2.7942, -0.4161], [2.2485, -4.5476, -1.7743], [3.5564, -4.7759, -0.7157], [2.0894, -5.3239, -2.8914], [-0.8127, -3.9799, -4.1211], [2.7997, -6.1019, -3.1306], [-1.3615, -1.4219, 4.3077], [-1.7604, -0.3931, 2.4837], [-0.4500, 1.0726, 3.3046], [-0.6358, 0.9213, 4.7918], [-0.3620, 1.9601, 5.6709], [-0.5304, 1.7766, 7.0340], [-0.9796, 0.5578, 7.5230], [-1.2608, -0.4803, 6.6485], [-1.0858, -0.3032, 5.2823], [-0.5052, -2.0764, 4.1611], [-2.2309, -2.0192, 4.5726], [-0.7183, 2.0557, 2.9247], [0.5653, 0.8252, 2.9894], [-0.0235, 2.9164, 5.2933], [-0.3238, 2.5901, 7.7154], [-1.1236, 0.4198, 8.5852], [-1.6225, -1.4267, 7.0283], [-2.1050, 4.2798, -1.7121], [-3.3526, 3.5354, -1.2467], [-3.0814, 2.2863, -0.4050], [-2.7767, 1.0146, -1.1870], [-1.6895, 1.1605, -2.1586], [-0.3756, 1.2162, -1.8951], [0.4026, 1.0690, -0.1744], [0.3038, 1.4441, -3.0248], [1.7507, 1.6240, -3.1863], [2.1192, 3.0846, -3.4129], [1.9335, 3.9646, -2.1796], [3.0065, 3.7453, -1.1231], [-0.6054, 1.5279, -4.0746], [-0.4159, 1.7385, -5.4378], [-1.5537, 1.7683, -6.2166], [-2.8328, 1.5961, -5.6632], [-3.0198, 1.3822, -4.3134], [-1.8709, 1.3458, -3.5270], [-2.3692, 5.2608, -2.1042], [-1.5642, 3.7607, -2.5045], [-1.4158, 4.4374, -0.8793], [-3.9851, 3.2792, -2.1023], [-3.9504, 4.2167, -0.6394], [-3.9545, 2.0582, 0.2115], [-2.2586, 2.4876, 0.2903], [-3.6440, 0.6861, -1.7585], [-2.5082, 0.1994, -0.5098], [2.0456, 0.9969, -4.0288], [2.2247, 1.2181, -2.2928], [1.5404, 3.4730, -4.2533], [3.1656, 3.1071, -3.7283], [0.9383, 3.7966, -1.7521], [1.9402, 5.0099, -2.4920], [2.9919, 2.7269, -0.7274], [2.8762, 4.4223, -0.2801], [3.9999, 3.9226, -1.5370], [0.5654, 1.8762, -5.8681], [-1.4620, 1.9329, -7.2807], [-3.6940, 1.6352, -6.3152], [-4.0096, 1.2535, -3.9001], [3.0243, -0.1615, 2.0908], [2.5880, -1.3853, 2.4509], [1.3967, -1.8405, 2.1578], [1.2411, -3.1492, 2.6205], [0.1266, -3.9552, 2.4166], [0.1246, -5.2343, 2.9435], [1.2160, -5.7146, 3.6686], [2.3346, -4.9235, 3.8703], [2.3309, -3.6450, 3.3333], [3.5964, -2.4431, 3.3848], [2.5467, 0.3131, 1.3414], [3.9816, 0.0996, 2.2537], [-0.7391, -3.5950, 1.8659], [-0.7378, -5.8699, 2.7967], [1.1902, -6.7150, 4.0757], [3.1833, -5.2961, 4.4263]]
}

7.
{
  "formula": "C6H9N",
  "method": "ωB97M-V with the def2-TZVPD basis set",
  "smiles": "C[C@]12C[C@H]1[C@H]1N[C@H]12",
  "total_energy_ev": -7852.601,
  "total_charge": 0,
  "e_above_lowest_kcal_mol": 128.2,
  "symbols": ["C", "C", "C", "C", "C", "N", "C", "H", "H", "H", "H", "H", "H", "H", "H", "H"],
  "xyz": [[-0.9807, 0.5043, 1.5563], [-0.2534, -0.0025, 0.3622], [0.8424, -1.2738, 0.3601], [1.1420, 0.1429, -0.0367], [0.7508, 0.5337, -1.4819], [-0.0032, -0.5114, -2.1248], [-0.6729, 0.2959, -1.1236], [-0.9089, 1.5953, 1.5792], [-0.5426, 0.1029, 2.4738], [-2.0432, 0.2319, 1.5413], [1.1583, -1.4719, 1.3812], [-0.2117, -1.5771, 0.1710], [1.8120, 0.7186, 0.5895], [1.2239, 1.3116, -2.0697], [0.2659, -1.4332, -1.7854], [-1.5786, 0.8327, -1.3924]]
}

8.
{
  "formula": "C14H27N3O10P2S5",
  "method": "ωB97M-V with the def2-TZVPD basis set",
  "smiles": "N=[PH2][C@@]1([PH2]=O)OS(=O)(=O)O[C@@]1(S)CCSc1nnco1.O=S1(=O)CCCC1.O=S1(=O)CCCC1",
  "total_energy_ev": -112646.653,
  "total_charge": 0,
  "e_above_lowest_kcal_mol": 82.8,
  "symbols": ["N", "P", "C", "P", "O", "O", "S", "O", "O", "O", "C", "S", "C", "C", "S", "C", "N", "N", "C", "O", "H", "H", "H", "H", "H", "H", "H", "H", "H", "H", "H", "O", "S", "O", "C", "C", "C", "C", "H", "H", "H", "H", "H", "H", "H", "H", "O", "S", "O", "C", "C", "C", "C", "H", "H", "H", "H", "H", "H", "H", "H"],
  "xyz": [[-4.3814, 4.3848, 3.2387], [-4.4578, 3.6756, 1.8059], [-3.8171, 1.8745, 1.8401], [-5.4650, 0.9049, 2.1300], [-5.4240, -0.5231, 1.5576], [-3.4750, 1.4076, 0.4914], [-2.3870, 0.1034, 0.5261], [-1.2561, 0.5085, -0.3976], [-2.8473, -1.2215, 0.0176], [-2.0735, 0.2479, 2.1885], [-2.5585, 1.5148, 2.7692], [-3.0379, 0.9963, 4.4850], [-1.4403, 2.6668, 3.0287], [-0.5127, 2.7036, 1.7250], [0.6704, 4.1315, 1.6644], [1.6459, 3.7819, 0.1148], [1.5343, 4.3672, -1.1775], [2.4820, 3.6748, -1.9035], [3.1424, 2.7217, -1.0959], [2.6291, 2.7552, 0.2258], [-5.3136, 4.6568, 3.5811], [-5.8516, 3.6515, 1.4164], [-3.7425, 4.3891, 0.7647], [-6.5801, 1.5705, 1.4825], [-5.7184, 0.7907, 3.5502], [-3.8591, -0.1091, 4.3252], [-0.8645, 2.3261, 3.9685], [-1.9087, 3.6725, 3.2979], [0.0441, 1.6986, 1.6829], [-1.2134, 2.8166, 0.8232], [3.9495, 1.9520, -1.3180], [5.5204, 1.1312, -1.8943], [6.8751, 1.5214, -1.5636], [7.4689, 2.7384, -2.0641], [7.0593, 1.4759, 0.2106], [7.4892, 0.0452, 0.5076], [8.5255, -0.3075, -0.5616], [7.9646, 0.1455, -1.9114], [6.1197, 1.7508, 0.6897], [7.8423, 2.1869, 0.4825], [7.8980, -0.0494, 1.5154], [6.6304, -0.6288, 0.4260], [9.4591, 0.2246, -0.3533], [8.7520, -1.3757, -0.5678], [8.7552, 0.4730, -2.5868], [7.3745, -0.6416, -2.3839], [-1.9935, -6.8935, -3.3424], [-3.2365, -6.5646, -2.6833], [-4.1865, -7.5773, -2.2811], [-2.8751, -5.5221, -1.2810], [-2.8997, -4.1080, -1.8463], [-4.1120, -4.0545, -2.7778], [-4.0793, -5.3137, -3.6468], [-1.9120, -5.7968, -0.8519], [-3.6695, -5.6656, -0.5454], [-2.9644, -3.3603, -1.0534], [-1.9859, -3.9170, -2.4181], [-5.0296, -4.0425, -2.1808], [-4.1097, -3.1516, -3.3923], [-5.0836, -5.6614, -3.8903], [-3.5093, -5.1527, -4.5632]]
}